DFT (ωB97M-V/def2-TZVPD) results for a molecular structure, C34H33BBiF10N11.

Calculated values
lowest unoccupied orbital energy (spin up / spin down)	2.455 / 1.936	eV
frontier orbital gap (spin up / spin down)	7.605 / 7.085	eV
HOMO energy (spin up / spin down)	-5.15 / -5.15	eV
calculated total energy	-85875.294	eV
multiplicity	2
energy above the lowest of the compared OMol25 structures with the same formula, charge and spin	6.8	kcal per mole
charge	-1

CARTESIAN COORDINATES (ANGSTROEM)
Bi 0.623 -0.516 -0.635
C -3.012 0.864 -3.050
C -3.259 0.604 -1.596
C -4.377 -0.007 -0.990
C -4.103 0.027 0.358
N -2.893 0.610 0.532
N -2.378 0.968 -0.676
B -2.268 1.051 1.914
N -1.752 -0.152 2.791
C -2.390 -0.979 3.655
C -1.447 -1.776 4.264
C -0.218 -1.366 3.711
C 1.153 -1.852 4.064
N -0.412 -0.408 2.817
N -1.042 1.969 1.703
C -0.721 3.072 2.417
C 0.482 3.551 1.973
C 0.863 2.659 0.955
C 2.102 2.765 0.119
N -0.045 1.700 0.813
N -3.404 1.852 2.649
C -3.643 3.183 2.689
C -4.868 3.389 3.278
C -5.338 2.095 3.564
C -6.645 1.698 4.175
N -4.461 1.185 3.173
H -3.948 0.824 -3.607
H -2.318 0.126 -3.461
H -2.553 1.845 -3.185
H -5.256 -0.405 -1.473
H -4.674 -0.316 1.206
H -3.455 -0.921 3.784
H -1.611 -2.535 5.014
H 1.134 -2.355 5.031
H 1.850 -1.014 4.111
H 1.534 -2.546 3.317
H -1.341 3.424 3.223
H 1.021 4.418 2.326
H 2.940 3.073 0.746
H 1.969 3.509 -0.668
H 2.360 1.818 -0.355
H -2.961 3.900 2.269
H -5.357 4.329 3.481
H -7.121 2.559 4.644
H -6.507 0.920 4.927
H -7.324 1.308 3.414
C 2.529 -2.650 -2.837
N 1.236 -2.764 -2.181
C 1.211 -3.846 -1.205
C 2.056 -3.519 0.045
N 2.258 -2.088 0.257
C 3.498 -1.601 0.508
C 4.768 -2.140 0.185
F 4.889 -3.303 -0.496
C 5.966 -1.513 0.481
F 7.111 -2.089 0.103
C 6.002 -0.300 1.129
F 7.163 0.317 1.390
C 4.796 0.263 1.491
F 4.786 1.417 2.162
C 3.610 -0.369 1.199
F 2.480 0.207 1.645
C 0.133 -2.863 -3.133
C -0.238 -1.499 -3.773
N 0.265 -0.347 -3.041
C 1.030 0.587 -3.654
C 1.036 1.895 -3.108
F 0.208 2.147 -2.079
C 1.778 2.943 -3.598
F 1.691 4.146 -3.026
C 2.586 2.777 -4.706
F 3.329 3.786 -5.180
C 2.601 1.536 -5.302
F 3.378 1.329 -6.369
C 1.851 0.487 -4.801
F 1.987 -0.686 -5.466
H 2.801 -3.589 -3.343
H 3.303 -2.414 -2.108
H 2.498 -1.858 -3.583
H 1.545 -4.801 -1.635
H 0.176 -3.948 -0.899
H 3.000 -4.050 -0.016
H 1.517 -3.951 0.900
H -0.725 -3.233 -2.578
H 0.352 -3.591 -3.927
H -1.335 -1.455 -3.799
H 0.082 -1.484 -4.811
C -1.053 -1.848 -0.207
H -1.964 -1.846 -0.805
H -1.119 -2.341 0.762